DFT (ωB97M-V/def2-TZVPD) results for C20H24N2O3SSr as an isolated structure at a distorted geometry.

Positions of all 51 atoms, in Å:
Sr  -0.0224  -0.2257  0.2575
O  -0.2256  1.9702  0.7646
C  0.5569  2.9786  0.9247
C  0.1029  4.1635  1.5560
C  0.9260  5.2508  1.7281
C  2.2462  5.2582  1.2604
C  2.6980  4.1437  0.5907
C  1.9028  3.0001  0.4072
C  2.5059  1.9785  -0.4763
N  2.0630  0.8085  -0.7297
C  2.6341  -0.0532  -1.7773
C  1.5295  -0.5853  -2.7262
N  0.4701  -1.2830  -1.9869
C  -0.0900  -2.3454  -2.4226
C  -1.1697  -3.1311  -1.7866
C  -1.4218  -4.3626  -2.4089
C  -2.3702  -5.2454  -1.9386
C  -3.1003  -4.8748  -0.8033
C  -2.9021  -3.6690  -0.1715
C  -1.9449  -2.7337  -0.6361
O  -1.8036  -1.5830  -0.0859
H  -0.9201  4.1685  1.9091
H  0.5346  6.1303  2.2281
H  2.8834  6.1215  1.3896
H  3.7013  4.1400  0.1752
H  3.4275  2.3162  -0.9726
H  3.1187  -0.9170  -1.3105
H  3.3874  0.4852  -2.3642
H  1.9725  -1.2280  -3.4967
H  1.0900  0.2791  -3.2315
H  0.2392  -2.7608  -3.3856
H  -0.8390  -4.6233  -3.2873
H  -2.5447  -6.1895  -2.4347
H  -3.8512  -5.5517  -0.4096
H  -3.4840  -3.3937  0.6988
C  3.1185  -0.4078  5.5111
C  2.2540  -1.2002  4.5417
S  2.0839  -0.3774  2.9613
O  0.9311  -1.1098  2.2552
C  3.5950  -0.9435  2.1678
C  3.5678  -2.3900  1.7011
H  3.2318  -0.9769  6.4334
H  2.6673  0.5537  5.7543
H  4.1213  -0.2151  5.1258
H  1.2273  -1.2821  4.9008
H  2.6254  -2.2107  4.3647
H  4.3826  -0.7514  2.9012
H  3.7544  -0.2614  1.3318
H  3.6755  -3.1006  2.5200
H  4.3977  -2.5480  1.0119
H  2.6413  -2.6255  1.1795

orbital gap = 0.2680 Eh
electronic energy = -41925.42046 eV
maximum force = 1.57 eV/Å

These are the Löwdin partial charges, in e, on atoms 1 to 5:
1 Sr 1.58
2 O -0.30
3 C -0.39
4 C -0.03
5 C -0.10

---

DFT (ωB97M-V/def2-TZVPD) results for C22H21Cl2N3O5SW as an isolated structure at a distorted geometry.

Positions of all 55 atoms, in Å:
W  0.6106  0.0372  1.0993
Cl  -0.8615  -4.6580  0.8088
C  -0.6156  -3.7460  2.2354
C  -0.7979  -4.3548  3.5014
C  -0.5920  -3.6537  4.6538
Cl  -0.8022  -4.4221  6.1754
C  -0.1998  -2.2836  4.6155
C  0.0568  -1.4624  5.7278
C  0.4431  -0.1566  5.5383
C  0.5586  0.3472  4.2420
N  0.3045  -0.3950  3.1731
C  -0.0451  -1.7057  3.3487
C  -0.2269  -2.4400  2.1679
O  -0.0009  -1.7591  0.9992
H  -1.0975  -5.3927  3.5393
H  -0.0433  -1.8671  6.7262
H  0.6609  0.4896  6.3756
H  0.8646  1.3706  4.0685
C  -2.1325  -1.6235  -6.7840
C  -1.6562  -1.0567  -5.4830
C  -0.9335  0.1409  -5.4574
C  -0.5123  0.6932  -4.2668
C  -0.8233  0.0235  -3.0786
C  -1.5433  -1.1745  -3.0687
C  -1.9529  -1.6986  -4.2762
S  -0.2578  0.6849  -1.6132
O  -1.0857  0.2213  -0.4883
O  0.0823  2.0658  -1.7136
N  1.2000  -0.0912  -1.1041
C  2.5129  0.5093  -1.5300
C  3.1902  1.1717  -0.3374
C  3.5050  0.1402  0.7309
O  4.5423  -0.4157  0.8474
O  2.4483  -0.1480  1.5897
H  -1.4237  -1.4200  -7.5849
H  -3.0832  -1.1615  -7.0596
H  -2.2904  -2.6979  -6.7163
H  -0.7097  0.6456  -6.3881
H  0.0244  1.6320  -4.2505
H  -1.7903  -1.6691  -2.1382
H  -2.5210  -2.6194  -4.2914
H  1.1446  -1.0794  -1.3583
H  2.3358  1.2293  -2.3261
H  3.1241  -0.3012  -1.9235
H  2.5544  1.9769  0.0481
H  4.1267  1.6246  -0.6598
C  -0.4267  5.3662  0.8179
C  -1.1304  4.3512  1.7291
C  -0.5703  3.0160  1.5923
N  -0.1199  1.9661  1.4659
H  -0.9296  6.3242  0.9242
H  -0.4817  5.0597  -0.2245
H  0.6154  5.4927  1.1036
H  -2.1936  4.2567  1.4908
H  -1.0550  4.6170  2.7863

multiplicity = 3
orbital gap (spin up / spin down) = 0.2504 / 0.2494 Eh
net charge = +2
electronic energy = -75555.30326 eV
maximum force = 1.20 eV/Å

These are the Löwdin partial charges, in e, on atoms 1 to 5:
1 W 1.72
2 Cl 0.79
3 C -0.57
4 C -0.08
5 C -0.58

---

DFT (ωB97M-V/def2-TZVPD) results for a 2-piece molecular cluster, C6H10NO5P overall at a distorted geometry.

Positions of all 23 atoms, in Å:
C  4.7446  -0.3385  -0.3509
C  -0.6153  -0.3808  0.1608
C  -2.6907  -1.6346  -0.6606
C  3.5624  0.5479  0.2086
C  2.2095  0.5936  -0.5226
C  1.1887  1.3149  0.2335
N  -2.0484  -0.4151  -0.2249
O  4.7181  -1.0061  -1.4088
O  0.4636  2.3123  -0.2471
O  5.7360  -0.2832  0.4075
O  0.0365  -1.3698  0.2242
O  -1.9413  2.0998  -0.0167
P  -2.9007  1.0372  -0.4829
H  -3.7176  -1.7714  -0.3165
H  -2.8008  -1.7217  -1.8011
H  -2.1213  -2.5272  -0.1711
H  3.8917  1.5695  0.3274
H  3.4406  0.2674  1.2127
H  2.3583  0.9613  -1.5205
H  1.9430  -0.4482  -0.7120
H  1.0606  1.1715  1.3118
H  -0.5969  2.0005  -0.1848
H  -3.8856  0.8970  0.8042

orbital gap (spin up / spin down) = 0.2356 / 0.2356 Eh
net charge = -2
electronic energy = -27398.34016 eV
maximum force = 3.72 eV/Å

These are the Löwdin partial charges, in e, on atoms 1 to 5:
1 C -0.74
2 C -0.32
3 C -0.23
4 C -0.13
5 C -0.18

---

DFT (ωB97M-V/def2-TZVPD) results for C3H7AgFO2 as an isolated structure at a distorted geometry.

Positions of all 14 atoms, in Å:
O  0.5736  1.9238  -0.4899
C  -0.7602  1.5753  -0.6184
C  -1.0657  0.2234  0.0079
O  -0.0563  -0.7145  -0.4382
C  0.0152  -1.9171  0.1603
Ag  1.9970  0.7261  -0.5415
H  -1.0722  1.5424  -1.6809
H  -1.4216  2.3044  -0.1126
H  -2.0432  -0.1622  -0.3110
H  -1.0105  0.2795  1.1050
H  0.5145  -2.6765  -0.4476
H  -0.7884  -2.1860  0.8526
H  2.4092  -0.3447  1.7273
F  2.7086  -0.5738  0.7871

multiplicity = 3
orbital gap (spin up / spin down) = 0.2627 / 0.2757 Eh
net charge = +1
electronic energy = -14023.16424 eV
maximum force = 5.20 eV/Å

These are the Löwdin partial charges, in e, on atoms 1 to 5:
1 O -0.18
2 C -0.24
3 C -0.15
4 O -0.25
5 C -0.02

---

The lowest maximum force belongs to which entry? C22H21Cl2N3O5SW

---

Among the records above, which one has the lowest electronic energy? C22H21Cl2N3O5SW

---

electronic energy of number 1 (C20H24N2O3SSr)? -41925.42046 eV